{"formula": "C7H15BrNO4P", "method": "ωB97M-V/def2-TZVPD", "gap_ev": 9.4, "de_lowest_kcal_mol": 108.1, "energy_ev": -96510.1009, "e_homo_ev": -9.37, "smiles": "CC(C)O[PH](=O)OC(C)C.[O-][N+]#CBr", "lumo_energy_ev": 0.0, "symbols": ["C", "C", "C", "O", "P", "O", "O", "C", "C", "C", "H", "H", "H", "H", "H", "H", "H", "H", "H", "H", "H", "H", "H", "H", "H", "O", "N", "C", "Br"], "positions_angstrom": [[0.634, 3.575, -0.528], [0.875, 2.326, 0.303], [-0.523, 1.977, 0.849], [1.200, 1.285, -0.630], [1.644, -0.222, -0.322], [2.487, -0.845, -1.360], [0.253, -0.969, 0.046], [-0.039, -2.315, -0.249], [-0.823, -2.911, 0.857], [-0.839, -2.546, -1.567], [1.550, 3.826, -0.894], [0.058, 3.393, -1.427], [0.281, 4.476, 0.078], [1.579, 2.310, 1.040], [-1.172, 1.571, 0.116], [-1.215, 2.765, 1.187], [-0.639, 1.316, 1.782], [2.061, -0.252, 1.009], [0.955, -2.936, -0.526], [-0.439, -2.585, 1.920], [-1.787, -2.702, 0.683], [-0.826, -4.082, 0.820], [-1.863, -2.790, -1.393], [-0.467, -3.274, -2.231], [-0.873, -1.683, -2.281], [5.105, -2.771, 0.365], [5.059, -1.575, 0.328], [4.923, -0.500, -0.124], [4.563, 1.257, 0.008]], "forces_ev_per_angstrom": [[-0.52, 0.80, 1.61], [-5.15, -0.67, -1.71], [-1.29, -0.58, 3.12], [0.93, -1.06, -0.54], [-1.34, -0.43, 0.01], [-0.70, 0.47, 0.66], [0.26, 0.88, -0.71], [2.40, -2.70, -2.96], [3.64, -2.83, 3.09], [-0.10, 2.38, -0.63], [2.83, 1.18, -1.23], [-0.66, -0.25, 0.32], [0.17, -1.46, -0.77], [2.09, 0.69, 1.96], [-0.02, -0.94, -1.14], [1.06, 0.86, -0.11], [0.89, 0.35, -1.49], [0.76, 0.45, -0.05], [-1.74, 1.64, 1.32], [-0.89, -0.62, -2.09], [-3.73, 1.27, 0.09], [0.44, 2.07, 0.02], [-0.86, -0.17, 0.35], [0.86, -1.36, -0.22], [0.19, -0.10, 1.01], [0.28, -0.53, 0.88], [-0.53, 0.67, -1.86], [0.37, -0.15, 1.05], [0.35, 0.14, 0.02]], "mulliken_charge": [-1.54, 0.52, -1.29, -0.36, 0.43, -0.70, -0.18, 0.67, -1.33, -1.37, 0.46, 0.35, 0.37, 0.50, 0.36, 0.41, 0.26, 0.15, 0.22, 0.28, 0.44, 0.31, 0.34, 0.37, 0.33, -0.61, 0.55, 0.03, 0.04]}

---

{"formula": "C7H15Cl2OP", "method": "ωB97M-V/def2-TZVPD", "gap_ev": 10.3, "de_lowest_kcal_mol": 0.0, "energy_ev": -43885.3078, "e_homo_ev": -9.62, "smiles": "C/C=C/C(C)(C)C.OP(Cl)Cl", "lumo_energy_ev": 0.7, "symbols": ["C", "C", "C", "C", "C", "C", "C", "H", "H", "H", "H", "H", "H", "H", "H", "H", "H", "H", "H", "H", "H", "O", "P", "Cl", "Cl", "H"], "positions_angstrom": [[0.306, -2.765, 0.767], [-0.553, -1.541, 0.763], [-0.479, -0.594, -0.156], [-1.252, 0.692, -0.261], [-0.239, 1.847, -0.252], [-2.252, 0.884, 0.878], [-2.000, 0.696, -1.601], [0.926, -2.790, 1.662], [0.953, -2.797, -0.108], [-0.316, -3.659, 0.773], [-1.258, -1.476, 1.580], [0.239, -0.721, -0.962], [-0.754, 2.799, -0.352], [0.325, 1.858, 0.678], [0.461, 1.751, -1.079], [-1.744, 0.912, 1.840], [-2.984, 0.080, 0.891], [-2.783, 1.824, 0.746], [-1.321, 0.462, -2.420], [-2.797, -0.044, -1.595], [-2.437, 1.675, -1.789], [3.002, 0.573, -0.135], [4.298, -0.130, 0.564], [4.997, -1.185, -1.030], [5.512, 1.461, 0.494], [2.152, 0.185, 0.102]], "forces_ev_per_angstrom": [[-0.07, 0.02, -0.02], [0.12, -0.18, 0.10], [0.02, 0.26, -0.06], [-0.12, 0.16, 0.03], [-0.16, -0.21, 0.00], [0.22, -0.10, -0.16], [0.11, 0.02, 0.15], [0.07, -0.08, 0.07], [0.06, -0.04, -0.05], [0.04, -0.11, 0.00], [-0.16, 0.18, 0.09], [0.13, -0.12, -0.17], [-0.05, 0.17, -0.02], [0.07, 0.04, 0.11], [0.12, 0.03, -0.10], [0.01, 0.00, 0.13], [-0.10, -0.08, 0.05], [-0.07, 0.11, 0.00], [0.04, 0.00, -0.11], [-0.09, -0.10, -0.04], [-0.07, 0.09, -0.03], [0.31, 0.17, -0.01], [-1.10, -0.34, 0.31], [0.28, -0.34, -0.43], [0.52, 0.66, -0.04], [-0.12, -0.19, 0.19]], "mulliken_charge": [-1.36, 0.02, -1.12, 2.35, -1.86, -2.02, -1.71, 0.31, 0.32, 0.37, 0.39, 0.58, 0.47, 0.38, 0.40, 0.42, 0.42, 0.45, 0.39, 0.39, 0.42, -0.33, 0.33, -0.20, -0.19, 0.37]}

---

{"formula": "C7H15Cl4NbP", "method": "ωB97M-V/def2-TZVPD", "charge": -1, "gap_ev": 6.6, "de_lowest_kcal_mol": 0.0, "energy_ev": -68427.9318, "e_homo_ev": -4.14, "lumo_energy_ev": 2.4, "symbols": ["C", "C", "Nb", "C", "Cl", "P", "C", "C", "C", "H", "H", "H", "H", "H", "H", "H", "H", "H", "H", "H", "H", "H", "H", "C", "Cl", "Cl", "Cl", "H"], "positions_angstrom": [[-3.217, 0.986, 0.436], [-2.144, 0.684, -0.053], [-0.040, 0.339, -0.881], [-0.843, 0.066, -2.970], [-0.153, -2.115, -0.460], [0.844, 0.831, 1.505], [2.576, 0.168, 1.686], [0.951, 2.660, 1.863], [1.769, 3.489, 0.890], [-3.994, 1.224, 1.092], [1.675, 0.070, -1.437], [0.095, 2.069, -1.315], [-1.884, 0.360, -2.950], [-0.828, -0.983, -3.223], [-0.324, 0.626, -3.729], [2.570, -0.823, 1.273], [2.780, 0.050, 2.740], [3.314, 0.790, 1.207], [-0.067, 3.012, 1.841], [1.350, 2.779, 2.863], [1.257, 3.646, -0.037], [2.751, 3.089, 0.713], [1.916, 4.478, 1.322], [-2.027, -5.391, -0.474], [-3.783, -5.271, -0.334], [-1.354, -6.289, 0.890], [-1.575, -6.153, -2.002], [-1.615, -4.392, -0.459]], "forces_ev_per_angstrom": [[0.95, -0.24, -0.03], [0.41, 0.37, -0.24], [-1.75, -2.41, 0.43], [0.70, 0.86, 0.50], [0.15, 0.44, -0.09], [0.10, 0.53, -0.89], [-0.80, 0.45, 0.34], [0.52, -0.73, -0.30], [0.00, 0.56, 0.72], [-0.91, 0.19, 0.27], [0.10, 0.32, 0.06], [0.10, -0.15, -0.08], [-0.38, 0.30, 0.06], [0.24, -0.52, 0.06], [0.08, 0.21, -0.45], [0.08, -0.41, -0.44], [0.30, 0.13, 0.44], [0.33, 0.11, -0.20], [-0.52, 0.10, 0.20], [-0.02, 0.09, 0.40], [-0.24, -0.25, -0.64], [0.40, -0.34, -0.21], [0.10, 0.29, 0.10], [-0.03, -0.04, 0.00], [0.01, 0.00, 0.00], [0.00, 0.01, 0.00], [0.00, 0.01, 0.00], [0.07, 0.14, 0.00]], "mulliken_charge": [-0.55, 0.02, -0.49, -0.95, -0.43, 0.16, -1.02, -0.54, -1.01, 0.40, 0.06, 0.07, 0.27, 0.31, 0.28, 0.26, 0.36, 0.27, 0.29, 0.37, 0.27, 0.25, 0.35, 0.55, -0.14, -0.14, -0.14, -0.12]}